DFT (ωB97M-V/def2-TZVPD) results for a structure of composition C21H28MoN3O6S.

Cartesian coordinates (Å):
1 Mo 0.63 1.05 0.12
2 C 2.51 4.96 0.98
3 C 2.41 3.69 0.22
4 O 1.59 2.80 0.59
5 N 3.17 3.48 -0.83
6 C 3.08 2.26 -1.64
7 C 3.53 1.02 -0.91
8 C 4.82 0.55 -1.02
9 C 5.20 -0.61 -0.36
10 C 4.26 -1.30 0.39
11 C 2.98 -0.79 0.47
12 N 2.62 0.34 -0.16
13 H 1.54 5.46 0.95
14 H 3.27 5.63 0.59
15 H 2.73 4.74 2.03
16 H 3.82 4.20 -1.11
17 H 3.71 2.41 -2.52
18 H 2.06 2.17 -2.01
19 H 5.53 1.09 -1.63
20 H 6.21 -0.98 -0.44
21 H 4.51 -2.21 0.91
22 H 2.21 -1.31 1.03
23 C -5.00 -3.77 -4.06
24 C -3.91 -3.30 -3.15
25 C -4.22 -2.59 -1.98
26 C -3.22 -2.16 -1.13
27 C -1.89 -2.44 -1.46
28 C -1.55 -3.15 -2.63
29 C -2.57 -3.57 -3.45
30 S -0.64 -1.96 -0.41
31 O -1.09 -1.73 0.92
32 O 0.61 -2.56 -0.69
33 N -0.20 -0.21 -0.97
34 C -0.63 0.22 -2.28
35 C -1.00 1.72 -2.13
36 O -1.65 2.35 -2.86
37 O -0.35 2.22 -1.01
38 H -5.99 -3.61 -3.64
39 H -4.88 -4.84 -4.28
40 H -4.94 -3.25 -5.01
41 H -5.25 -2.39 -1.73
42 H -3.46 -1.64 -0.21
43 H -0.52 -3.38 -2.85
44 H -2.33 -4.13 -4.34
45 H -1.49 -0.35 -2.63
46 H 0.15 0.16 -3.04
47 C -0.34 -0.70 4.71
48 C -1.21 0.41 4.33
49 C -0.86 1.77 4.70
50 C -2.51 0.12 3.74
51 O 0.09 0.61 1.61
52 H -0.69 -0.97 5.73
53 H 0.71 -0.41 4.82
54 H -0.48 -1.59 4.10
55 H -1.28 1.88 5.72
56 H -1.36 2.53 4.09
57 H 0.21 1.94 4.80
58 H -3.17 -0.02 4.62
59 H -2.54 -0.81 3.19
60 H -2.93 0.96 3.19

total charge = +3

***

DFT (ωB97M-V/def2-TZVPD) results for the molecule C21H28N2O4S.

Cartesian coordinates (Å):
1 C 4.87 1.76 -3.94
2 C 5.17 1.00 -2.69
3 C 6.48 0.90 -2.25
4 C 6.80 0.21 -1.09
5 C 5.81 -0.39 -0.34
6 C 4.49 -0.30 -0.76
7 C 4.16 0.39 -1.93
8 C 2.76 0.43 -2.28
9 N 1.80 -0.07 -1.54
10 C 0.64 0.16 -2.22
11 C 0.94 0.82 -3.38
12 O 2.29 0.98 -3.42
13 C 0.10 1.36 -4.47
14 H -0.59 0.61 -4.84
15 H -0.47 2.21 -4.11
16 H 0.74 1.69 -5.29
17 C -0.67 -0.17 -1.63
18 H -0.65 -1.10 -1.08
19 H -1.48 -0.14 -2.35
20 S -0.98 1.15 -0.39
21 O -2.37 1.10 0.02
22 O -0.53 2.40 -0.93
23 C 0.07 0.68 1.01
24 H 0.10 1.54 1.68
25 C -0.49 -0.56 1.69
26 O 0.09 -1.62 1.68
27 N -1.67 -0.34 2.30
28 H -2.18 0.50 2.06
29 C -2.43 -1.40 2.92
30 C -2.85 -0.98 4.34
31 C -3.88 0.14 4.31
32 C -5.11 -0.28 3.51
33 C -4.71 -0.67 2.09
34 C -3.67 -1.80 2.09
35 C -3.27 -2.17 0.66
36 H -4.11 -2.63 0.15
37 H -2.99 -1.27 0.12
38 H -2.44 -2.86 0.66
39 H -4.11 -2.68 2.58
40 H -4.30 0.19 1.56
41 H -5.59 -1.01 1.53
42 H -5.83 0.53 3.48
43 H -5.58 -1.14 4.00
44 H -3.45 1.04 3.87
45 H -4.18 0.39 5.33
46 H -1.96 -0.66 4.89
47 H -3.27 -1.85 4.85
48 H -1.75 -2.26 2.98
49 H 1.05 0.48 0.59
50 H 3.70 -0.77 -0.20
51 H 6.05 -0.93 0.56
52 H 7.83 0.15 -0.77
53 H 7.26 1.37 -2.82
54 H 4.43 1.10 -4.69
55 H 4.16 2.56 -3.75
56 H 5.78 2.19 -4.35

total charge = 0
SMILES = Cc1ccccc1-c1nc(CS(=O)(=O)CC(=O)N[C@H]2CCCC[C@H]2C)c(C)o1

***

Highest occupied orbital energy in eV, matching the order above: -17.09; -8.27
Kohn-Sham gap in hartree, matching the order above: 0.2255; 0.3244